Density functional theory data (ωB97M-V/def2-TZVPD) for a cluster of 8 separate species, C66H144N8O10 in total at a distorted geometry.

Calculated values
Charge = 0
Largest force on an atom = 2.9 eV/Å
Energy relative to the best compared isomer or geometry (same formula, charge and spin) = 0.0 kcal per mole
Energy = -103159.7797 eV
Orbital gap = 8.4 eV
Structure (SMILES) = CC1(C)CCCC(C)(C)N1O.CC1(C)CCCC(C)(C)N1O.CC1(C)CCCC(C)(C)N1O.CC1(C)CCCC(C)(C)N1O.CC1(C)CCCC(C)(C)N1O.CC1(C)CCCC(C)(C)N1O.COCCNCCOC.COCCNCCOC

Geometry as XYZ:
```
228
Properties=species:S:1:pos:R:3:forces:R:3
C -10.339 -9.148 -23.478 0.6 -0.9 0.4
C -10.594 -9.939 -22.145 -0.5 2.0 -0.1
C -11.974 -9.490 -21.596 -0.1 -0.6 1.1
C -10.712 -11.467 -22.337 1.9 1.0 -1.0
C -9.322 -11.996 -22.706 0.0 -0.4 0.3
C -8.369 -11.642 -21.574 0.6 -2.6 -1.0
C -8.236 -10.259 -21.113 -0.1 2.4 0.7
C -7.653 -10.228 -19.651 0.0 0.3 -0.8
C -7.322 -9.466 -22.098 0.0 0.0 -0.2
N -9.572 -9.647 -21.067 -1.3 -1.4 0.3
O -9.521 -8.283 -20.708 0.2 0.2 -0.9
H -9.504 -9.579 -24.030 -0.2 -0.3 -0.2
H -11.244 -9.193 -24.084 0.1 0.2 -0.1
H -9.999 -8.123 -23.331 -0.5 0.1 0.4
H -12.028 -9.946 -20.607 0.0 0.2 0.4
H -12.216 -8.436 -21.462 0.6 0.1 -0.3
H -12.843 -9.952 -22.064 0.3 0.0 -0.8
H -10.959 -11.858 -21.350 -0.5 -0.4 -0.3
H -11.391 -11.667 -23.166 -0.5 -0.1 0.5
H -9.300 -13.080 -22.826 -0.3 -0.3 0.5
H -8.873 -11.759 -23.670 -0.6 1.0 -0.2
H -7.402 -11.950 -21.972 0.4 -0.1 0.4
H -8.597 -12.343 -20.771 0.0 0.2 0.4
H -7.830 -9.230 -19.251 0.6 0.1 -0.1
H -6.598 -10.499 -19.697 0.2 0.4 0.0
H -8.070 -10.902 -18.902 -0.6 -0.3 -0.5
H -7.681 -9.540 -23.125 -0.1 -0.5 0.0
H -6.305 -9.858 -22.091 0.1 0.0 0.1
H -7.293 -8.382 -21.990 0.0 -0.1 0.8
H -9.848 -8.223 -19.807 -0.2 -0.3 0.1
C 1.589 -7.946 -29.782 0.1 0.5 0.1
C 1.392 -9.370 -29.250 1.4 0.6 0.6
C 1.122 -10.255 -30.445 0.1 -0.5 -0.4
C 2.749 -9.825 -28.592 -0.7 -1.0 -0.3
C 3.081 -9.168 -27.273 0.2 -0.4 -1.0
C 1.999 -9.457 -26.307 -0.8 0.7 0.2
C 0.594 -9.037 -26.852 0.3 1.3 1.2
C -0.402 -9.730 -25.898 -1.2 1.3 -1.3
C 0.433 -7.439 -26.758 -0.4 -1.0 0.1
N 0.362 -9.500 -28.222 2.2 -1.3 1.0
O -0.951 -9.442 -28.660 -0.2 0.4 -0.4
H 1.809 -7.226 -28.993 -0.4 -0.1 0.1
H 2.470 -7.853 -30.416 -0.1 -0.4 -0.4
H 0.707 -7.628 -30.338 0.0 0.2 0.0
H 1.983 -10.210 -31.111 -0.1 0.5 -0.2
H 1.073 -11.329 -30.266 -0.4 -0.1 0.6
H 0.221 -9.943 -30.973 0.0 0.0 -0.1
H 2.600 -10.882 -28.374 0.0 -0.2 0.1
H 3.570 -9.852 -29.309 -0.1 0.6 -0.2
H 4.004 -9.564 -26.850 0.3 0.3 -0.3
H 3.120 -8.083 -27.374 0.5 0.1 -0.1
H 2.330 -8.846 -25.468 -1.0 0.2 0.6
H 1.949 -10.470 -25.908 0.2 -0.3 -0.5
H -0.404 -10.807 -26.066 0.4 0.0 0.6
H -1.384 -9.376 -26.212 -0.4 -0.2 -0.1
H -0.349 -9.358 -24.875 0.6 -0.5 0.1
H 1.346 -6.861 -26.903 0.1 -0.3 -0.1
H 0.035 -7.141 -25.789 0.0 -0.1 0.1
H -0.290 -7.126 -27.511 0.0 0.0 0.0
H -1.068 -10.377 -28.842 -1.0 -0.2 -0.1
C 3.655 -17.540 -26.881 -0.3 1.0 -0.5
C 3.987 -18.790 -27.678 -0.7 -0.7 -1.9
C 4.646 -19.829 -26.802 0.9 0.1 0.7
C 2.746 -19.522 -28.289 -0.3 0.4 -0.5
C 2.060 -18.882 -29.558 -0.4 0.0 2.6
C 3.009 -18.687 -30.668 1.3 0.2 -0.3
C 4.261 -17.920 -30.183 0.9 -0.6 0.5
C 5.279 -18.192 -31.301 0.6 0.6 0.5
C 3.999 -16.392 -30.019 -0.9 -1.2 0.2
N 4.804 -18.548 -28.892 -0.2 -0.7 -1.0
O 6.103 -18.074 -28.586 -0.3 0.8 0.3
H 4.541 -16.920 -26.744 0.2 -0.3 0.2
H 3.000 -16.893 -27.464 -0.2 0.0 -0.1
H 3.144 -17.657 -25.925 0.2 -0.5 0.1
H 3.929 -20.262 -26.105 -0.1 0.1 0.0
H 5.126 -20.655 -27.326 -0.2 0.1 -0.4
H 5.426 -19.360 -26.202 0.1 0.0 0.1
H 3.043 -20.535 -28.558 0.2 -0.1 0.1
H 2.024 -19.586 -27.474 -0.3 -0.1 -0.1
H 1.170 -19.472 -29.778 0.1 0.0 -0.2
H 1.711 -17.935 -29.146 -0.2 0.3 -0.4
H 2.707 -18.163 -31.575 -0.8 0.4 0.3
H 3.323 -19.636 -31.101 0.2 -0.4 0.4
H 6.268 -17.796 -31.070 -0.1 0.5 -0.1
H 4.867 -17.702 -32.183 0.3 -0.2 -0.2
H 5.485 -19.247 -31.486 -0.6 -0.1 0.0
H 3.060 -16.282 -29.476 0.1 0.0 0.6
H 3.677 -15.915 -30.945 0.9 0.1 -0.3
H 4.821 -15.958 -29.450 -0.1 0.4 -0.4
H 6.698 -18.807 -28.762 -0.1 -0.2 -0.1
C -3.140 -10.204 -19.290 0.5 0.1 1.7
C -2.403 -11.359 -19.937 -1.2 -1.5 -1.1
C -2.187 -12.567 -18.954 0.2 0.4 0.7
C -3.315 -11.872 -21.084 -0.6 -0.9 0.0
C -2.665 -12.627 -22.240 0.2 0.8 0.0
C -1.411 -11.869 -22.732 -1.2 -1.6 0.2
C -0.454 -11.623 -21.597 0.6 0.3 0.4
C 0.285 -12.891 -21.095 0.3 -0.6 0.0
C 0.587 -10.700 -22.210 1.1 0.5 0.8
N -1.191 -10.856 -20.522 0.9 0.2 -1.2
O -0.302 -10.420 -19.478 -0.2 -0.4 -0.6
H -2.619 -10.042 -18.347 -0.2 0.2 0.3
H -3.084 -9.233 -19.783 0.0 -0.4 -0.6
H -4.175 -10.435 -19.038 0.0 -0.1 -0.2
H -3.076 -12.930 -18.439 -0.5 0.5 -0.2
H -1.776 -13.498 -19.345 0.2 0.4 -0.7
H -1.525 -12.262 -18.143 0.2 0.1 0.0
H -3.971 -12.623 -20.643 -0.2 0.0 0.4
H -4.059 -11.175 -21.471 0.5 0.8 0.0
H -2.485 -13.639 -21.878 0.5 -0.1 -0.4
H -3.425 -12.669 -23.020 0.1 -0.3 -0.2
H -1.731 -10.945 -23.214 0.1 0.2 0.1
H -0.861 -12.456 -23.468 -0.1 0.0 -0.2
H -0.111 -13.847 -21.436 -1.0 0.0 0.4
H 0.430 -12.874 -20.015 -0.3 -0.1 0.0
H 1.291 -13.069 -21.475 0.3 1.0 -0.3
H 1.123 -11.095 -23.073 -0.6 -0.3 -0.3
H 1.421 -10.593 -21.517 -0.1 0.5 0.3
H 0.154 -9.731 -22.457 0.1 0.1 0.0
H -0.044 -9.579 -19.862 0.3 0.3 0.4
C -7.653 -9.683 -31.871 1.0 -0.7 0.0
C -6.259 -9.699 -32.580 -0.1 0.6 -0.4
C -6.334 -8.734 -33.769 -0.3 -0.1 -0.5
C -5.194 -8.976 -31.663 -0.4 -0.9 1.2
C -4.683 -9.882 -30.545 -0.5 0.7 -1.2
C -3.979 -11.033 -31.228 -0.7 0.3 0.1
C -4.971 -11.914 -32.123 1.3 1.3 -0.2
C -4.061 -12.690 -33.116 -0.8 -1.5 0.2
C -5.799 -12.721 -31.157 0.2 -1.3 0.7
N -5.825 -11.074 -33.011 1.6 2.2 0.5
O -6.669 -11.781 -33.930 0.7 0.6 1.4
H -7.605 -10.310 -30.981 0.0 0.2 0.3
H -7.921 -8.661 -31.605 -0.2 -0.1 0.0
H -8.415 -10.166 -32.482 0.0 0.3 -0.3
H -6.492 -7.722 -33.398 -0.1 0.0 0.1
H -5.413 -8.691 -34.350 0.1 -0.3 0.1
H -7.159 -8.946 -34.451 0.0 -0.2 0.0
H -4.296 -8.566 -32.125 -0.2 -0.3 -0.9
H -5.650 -8.114 -31.177 -0.5 0.1 -0.3
H -3.997 -9.291 -29.938 0.0 -0.3 0.3
H -5.540 -10.217 -29.961 0.2 -0.1 0.4
H -3.523 -11.530 -30.372 0.0 -1.2 -0.5
H -3.150 -10.626 -31.807 -0.1 -0.1 -0.3
H -4.636 -13.431 -33.672 -0.6 0.3 -0.4
H -3.344 -13.391 -32.689 0.5 0.6 0.7
H -3.595 -12.039 -33.855 0.0 0.2 0.4
H -6.450 -12.223 -30.439 -0.4 0.8 -0.8
H -5.161 -13.181 -30.403 0.4 -0.7 -0.4
H -6.350 -13.502 -31.682 -0.2 -0.2 0.2
H -7.112 -12.378 -33.322 -0.7 -0.4 -0.2
C -3.840 -16.751 -24.809 0.3 0.5 -0.4
C -5.250 -17.132 -24.337 -0.1 -0.4 0.3
C -5.227 -18.474 -23.673 0.3 -2.4 -0.5
C -5.731 -16.209 -23.245 1.4 2.0 0.2
C -6.032 -14.825 -23.819 -2.0 -1.1 0.0
C -7.288 -15.075 -24.717 1.7 1.2 0.4
C -6.974 -15.971 -25.927 0.3 0.6 0.0
C -8.369 -16.304 -26.550 0.9 -0.9 -0.1
C -6.094 -15.151 -26.960 -0.5 -0.8 0.7
N -6.310 -17.192 -25.363 -0.9 -0.5 -0.8
O -5.928 -18.132 -26.411 0.3 1.2 0.3
H -3.149 -16.664 -23.970 -0.2 0.3 0.3
H -3.293 -17.416 -25.477 -0.7 -0.5 -0.2
H -3.875 -15.805 -25.350 0.2 0.2 0.2
H -6.234 -18.878 -23.571 -0.1 0.1 -0.1
H -4.678 -19.165 -24.313 -0.1 -0.3 -0.2
H -4.761 -18.632 -22.700 0.2 0.9 0.1
H -6.537 -16.635 -22.647 -0.3 0.1 -0.4
H -4.908 -16.051 -22.548 0.2 -0.5 0.2
H -6.326 -14.153 -23.013 0.1 0.2 0.0
H -5.213 -14.380 -24.383 0.0 -0.1 0.1
H -7.559 -14.076 -25.059 -0.6 -0.1 -0.4
H -8.059 -15.487 -24.067 -0.1 -0.1 -0.2
H -8.381 -17.238 -27.111 0.4 -0.1 -0.2
H -8.668 -15.537 -27.264 -0.2 0.2 0.4
H -9.101 -16.488 -25.763 -0.1 0.4 0.0
H -5.831 -15.812 -27.786 0.0 0.1 -0.1
H -5.186 -14.743 -26.516 -0.2 -0.4 0.1
H -6.631 -14.271 -27.313 -0.2 -0.2 -0.1
H -6.555 -18.858 -26.372 -0.3 0.1 0.3
C 1.524 -13.247 -27.114 -0.9 -0.3 0.6
O 0.157 -13.379 -26.696 0.9 0.8 0.9
C -0.630 -14.167 -27.507 -1.4 -0.3 -1.1
C -1.447 -13.356 -28.555 0.0 1.0 -0.1
N -2.296 -12.276 -27.982 -0.8 -1.3 1.1
C -3.571 -12.817 -27.388 -0.3 0.3 -0.6
C -4.323 -11.782 -26.587 -0.1 1.4 -0.2
O -5.614 -12.191 -26.184 -0.9 0.6 1.6
C -6.285 -11.130 -25.420 -0.9 -0.2 -1.3
H 1.517 -12.685 -28.048 0.6 -0.1 0.0
H 1.981 -14.235 -27.166 0.0 -0.2 -0.6
H 2.069 -12.785 -26.291 -0.2 0.6 -0.3
H -1.361 -14.655 -26.863 0.0 -0.2 0.1
H -0.032 -14.936 -27.994 0.0 -0.2 -0.2
H -2.085 -13.947 -29.212 0.0 -0.5 0.2
H -0.816 -12.808 -29.255 0.6 -0.2 0.0
H -1.739 -11.914 -27.222 0.1 0.4 0.3
H -3.543 -13.710 -26.763 0.8 -0.3 0.0
H -4.220 -13.065 -28.227 0.0 -0.2 -0.2
H -4.494 -10.913 -27.222 0.5 0.4 -0.1
H -3.768 -11.461 -25.705 0.4 0.0 0.1
H -6.601 -10.308 -26.062 0.9 0.4 -0.6
H -5.836 -10.692 -24.529 0.8 -0.5 -0.1
H -7.306 -11.399 -25.149 0.2 -1.2 0.3
C -3.824 -18.428 -29.141 0.8 -0.2 -0.3
O -2.468 -18.370 -29.584 0.3 0.0 0.6
C -2.169 -17.360 -30.522 -0.2 -0.3 0.2
C -0.685 -17.401 -30.830 0.4 0.3 -1.0
N -0.122 -16.245 -31.578 -0.9 -0.5 0.1
C -0.850 -15.819 -32.808 1.2 -0.6 1.4
C -0.015 -14.761 -33.468 -1.5 0.8 0.2
O -0.065 -13.554 -32.646 0.9 -0.6 -0.6
C -0.006 -12.404 -33.468 -0.4 0.0 -1.2
H -4.418 -18.895 -29.926 -0.4 0.2 0.0
H -4.196 -17.443 -28.860 -0.1 0.1 -0.1
H -3.847 -19.068 -28.258 0.0 0.1 -0.1
H -2.384 -16.369 -30.121 -0.4 0.3 0.1
H -2.779 -17.552 -31.404 -0.1 0.3 -0.4
H -0.471 -18.271 -31.452 0.0 -0.3 0.2
H -0.115 -17.499 -29.907 -0.2 0.0 -0.1
H -0.090 -15.455 -30.949 0.1 0.3 0.0
H -1.855 -15.454 -32.596 -0.2 0.1 -0.1
H -0.910 -16.665 -33.492 -0.1 -0.2 0.0
H -0.561 -14.574 -34.393 0.3 0.4 -0.4
H 0.972 -15.159 -33.703 0.3 0.5 0.3
H 0.773 -12.417 -34.230 0.7 -0.3 0.3
H 0.076 -11.441 -32.964 -0.1 -0.5 0.6
H -0.888 -12.405 -34.109 -0.5 0.3 0.1
```
Positions in Å, forces in eV/Å.